Entry from the Open Molecules 2025 dataset: C40H40P2PdSbSi as an isolated structure in a non-equilibrium geometry (ωB97M-V/def2-TZVPD).

Cartesian coordinates (Å):
Pd (0.237, 0.435, 1.030)
C (0.490, -3.178, 2.906)
Si (-0.277, -1.860, 1.708)
C (-0.041, -2.649, -0.051)
C (-0.733, -3.801, -0.397)
C (-0.558, -4.397, -1.634)
C (0.370, -3.886, -2.529)
C (1.093, -2.752, -2.196)
C (0.847, -2.108, -0.984)
P (1.723, -0.568, -0.574)
C (3.442, -1.054, -0.888)
C (4.238, -0.509, -1.888)
C (5.493, -1.043, -2.122)
C (5.957, -2.104, -1.360)
C (5.179, -2.619, -0.332)
C (3.927, -2.090, -0.090)
C (1.319, 0.693, -1.828)
C (0.624, 0.427, -3.004)
C (0.348, 1.453, -3.892)
C (0.756, 2.747, -3.611)
C (1.420, 3.027, -2.425)
C (1.691, 2.007, -1.531)
C (-2.191, -1.704, 1.855)
C (-2.963, -2.434, 2.749)
C (-4.332, -2.241, 2.827)
C (-4.952, -1.300, 2.024)
C (-4.205, -0.572, 1.115)
C (-2.833, -0.774, 1.032)
P (-1.831, 0.177, -0.149)
C (-2.888, 0.259, -1.622)
C (-3.791, 1.286, -1.867)
C (-4.604, 1.229, -2.985)
C (-4.518, 0.163, -3.865)
C (-3.611, -0.858, -3.623)
C (-2.796, -0.811, -2.509)
C (-1.813, 1.854, 0.581)
C (-1.366, 2.914, -0.222)
C (-1.264, 4.189, 0.304)
C (-1.585, 4.421, 1.634)
C (-1.973, 3.369, 2.450)
C (-2.069, 2.082, 1.942)
H (0.027, -4.136, 2.709)
H (0.327, -2.927, 3.948)
H (1.558, -3.286, 2.747)
H (-1.420, -4.233, 0.316)
H (-1.132, -5.273, -1.895)
H (0.530, -4.369, -3.483)
H (1.850, -2.374, -2.873)
H (3.862, 0.309, -2.486)
H (6.109, -0.629, -2.907)
H (6.928, -2.527, -1.564)
H (5.551, -3.431, 0.276)
H (3.297, -2.480, 0.701)
H (0.304, -0.582, -3.218)
H (-0.189, 1.236, -4.803)
H (0.544, 3.542, -4.309)
H (1.715, 4.039, -2.192)
H (2.217, 2.220, -0.603)
H (-2.483, -3.170, 3.372)
H (-4.920, -2.829, 3.513)
H (-6.015, -1.135, 2.095)
H (-4.685, 0.154, 0.474)
H (-3.868, 2.118, -1.181)
H (-5.314, 2.021, -3.159)
H (-5.163, 0.126, -4.730)
H (-3.544, -1.694, -4.303)
H (-2.091, -1.608, -2.311)
H (-1.144, 2.725, -1.268)
H (-0.940, 5.003, -0.327)
H (-1.539, 5.422, 2.032)
H (-2.217, 3.553, 3.487)
H (-2.398, 1.267, 2.580)
C (1.358, 3.344, 3.949)
Sb (1.746, 1.731, 2.587)
C (2.285, 0.264, 4.073)
C (3.725, 2.258, 1.897)
H (2.245, 3.503, 4.545)
H (0.532, 3.080, 4.601)
H (1.117, 4.252, 3.409)
H (3.176, 0.588, 4.605)
H (2.463, -0.697, 3.592)
H (1.462, 0.158, 4.780)
H (4.353, 2.485, 2.752)
H (3.672, 3.136, 1.254)
H (4.152, 1.425, 1.339)

HOMO-LUMO gap (spin up / spin down) ... 5.3 / 5.2 eV
Electronic energy ... -2888.39218 Eh
Multiplicity ... 1
Charge ... +1
Energy relative to the best compared isomer or geometry (same formula, charge and spin) ... 92.7 kJ/mol